(1)
14
Properties=species:S:1:pos:R:3 method="wB97M-V/def2-TZVPD" max_force_ev_per_a=2.3 homo_ev=-9.2 e_above_lowest_kj_mol=136.5 total_energy_ha=-303.84013 gap_ev=10.13 charge=0
H -0.99561 -0.31600 -2.18372
H 1.04483 0.97300 -1.86809
H 2.47477 -1.09485 0.98909
N -1.28168 -0.11444 0.89549
C -0.38405 -0.02506 -0.14070
C -0.87717 0.50840 -1.47791
H 0.89847 -1.65995 1.53278
N 0.87836 -0.30489 -0.09569
O 0.17943 1.41341 -1.99217
H -0.88711 -0.10744 1.82721
H -2.12534 0.44189 0.81559
H -1.80744 1.07111 -1.37623
H 1.44341 -0.00020 1.91897
C 1.43911 -0.78499 1.15539


(2)
14
Properties=species:S:1:pos:R:3 method="wB97M-V/def2-TZVPD" max_force_ev_per_a=4.2 homo_ev=-8.4 smiles="CN/N=C/CO" e_above_lowest_kj_mol=366.3 total_energy_ha=-303.75262 gap_ev=9.42 charge=0
N 0.37286 -0.19570 0.01285
N 0.91106 0.10546 1.17513
H -1.56085 0.75058 0.37456
H 2.87455 0.59599 0.53574
H 2.66546 -1.00857 1.70948
H 0.33890 0.89879 1.62172
H 2.39958 0.73964 2.47645
H -1.54288 0.91663 -1.99940
H -2.87309 -1.56463 -1.26675
C -1.43061 -0.11710 -1.64926
C -0.82710 0.11851 -0.26045
C 2.32552 0.09520 1.44721
H -0.87783 -0.65609 -2.50191
O -2.77555 -0.67872 -1.67535


(3)
14
Properties=species:S:1:pos:R:3 method="wB97M-V/def2-TZVPD" max_force_ev_per_a=4.6 homo_ev=-9.9 smiles="C=NC.NC=O" e_above_lowest_kj_mol=241.4 total_energy_ha=-303.80018 gap_ev=10.78 charge=0
H 4.00940 0.73252 2.75963
H -2.89138 -2.20030 -2.19460
C 1.29962 2.73617 2.51809
H 0.63076 1.91124 2.69624
H 1.08127 3.35699 3.37692
C -2.81703 -3.19467 -3.96089
H 1.27723 3.23679 1.59983
O -3.60344 -4.11013 -3.67774
H 2.23255 0.38077 2.63949
H -2.53592 -2.94399 -5.01690
C 2.98947 1.17149 2.85716
N -2.34733 -2.20494 -3.05556
H -2.09951 -1.27145 -3.43419
N 2.77431 2.39952 2.89252


(4)
14
Properties=species:S:1:pos:R:3 method="wB97M-V/def2-TZVPD" max_force_ev_per_a=1.4 homo_ev=-9.5 smiles="CNC(=O)CN" e_above_lowest_kj_mol=125.3 total_energy_ha=-303.84442 gap_ev=10.36 charge=0
N 1.19767 0.31922 -2.07054
O 0.90814 0.92637 1.35412
H -1.11904 -0.74759 2.16466
H 0.40819 -0.20556 -2.44651
N -0.92056 0.07128 0.28978
H -2.66031 -0.47805 1.37579
C -1.66950 -0.05286 1.52768
H -1.80512 0.87391 2.07587
H 2.01250 -0.00829 -2.57422
H 1.12459 -1.28051 -0.56961
C 1.32381 -0.21733 -0.69992
C 0.41545 0.41260 0.37817
H -1.51543 0.35163 -0.47264
H 2.29962 0.03518 -0.33264


(5)
14
Properties=species:S:1:pos:R:3 method="wB97M-V/def2-TZVPD" max_force_ev_per_a=2.5 homo_ev=-9.2 smiles="CNCC(N)=O" e_above_lowest_kj_mol=90.3 total_energy_ha=-303.85772 gap_ev=10.17 charge=0
C -0.68713 -0.68014 0.89986
C -0.35104 0.78939 0.47969
H 1.51423 0.74773 -1.71547
H 0.62241 1.07258 0.83375
H -1.69894 -2.34038 0.43237
C 0.50108 0.34125 -1.84766
H 0.54386 -0.72418 -1.72294
O -0.62476 -1.02900 2.07686
N -1.22418 -1.55534 0.00719
H 0.19071 0.50987 -2.88161
H -1.03832 1.46558 0.92696
H -0.37718 2.02994 -1.17761
H -1.43442 -1.19121 -0.90517
N -0.45584 1.04803 -0.99558


(6)
14
Properties=species:S:1:pos:R:3 method="wB97M-V/def2-TZVPD" max_force_ev_per_a=5.3 homo_ev=-8.5 smiles="C=NNCCO" e_above_lowest_kj_mol=423.3 total_energy_ha=-303.73090 gap_ev=9.50 charge=0
H 3.09797 -0.12864 0.71311
H 0.72163 -1.24065 0.90944
H -2.75965 0.00648 0.08521
H 3.10054 1.33337 -0.54706
C -0.96063 -0.74224 -0.51306
H -1.16343 -0.37473 -1.54340
H -0.38157 1.27804 -0.19097
N 0.46806 -0.76840 0.05035
H -1.42046 -1.72788 -0.48427
O -1.28975 1.42689 -0.13137
H -1.46009 -0.05410 1.47771
C 2.57016 0.45688 -0.01057
C -1.72634 0.20413 0.38477
N 1.20357 0.33085 -0.19989


(7)
14
Properties=species:S:1:pos:R:3 method="wB97M-V/def2-TZVPD" spin_multiplicity=2 max_force_ev_per_a=2.3 homo_ev="-15.3 / -15.0" e_above_lowest_kj_mol=83.3 total_energy_ha=-303.51475 gap_ev="11.18 / 5.91" charge=+1
N -1.46229 -0.67085 -1.69737
H -0.50770 1.11477 -2.07661
H 0.86694 1.25580 -0.37903
H -1.36864 -1.46453 -1.05687
O -1.07021 -0.51417 1.18706
H 0.48971 -0.25438 -2.30396
H -2.30748 -0.19576 -1.40225
H 1.56030 1.07377 2.02673
C -0.28904 0.14522 -1.61939
C 1.12058 0.07732 1.98896
N 0.34872 0.37282 -0.34970
C 0.04280 -0.14312 0.94440
H 1.90832 -0.65317 1.79018
H 0.66799 -0.14374 2.94786


(8)
14
Properties=species:S:1:pos:R:3 method="wB97M-V/def2-TZVPD" spin_multiplicity=2 max_force_ev_per_a=2.2 homo_ev="-14.5 / -14.5" e_above_lowest_kj_mol=87.9 total_energy_ha=-303.51302 gap_ev="9.36 / 7.33" charge=+1
H -0.61451 -0.76249 -0.84982
H 2.78016 -0.60497 1.25671
C 1.12232 -1.34847 0.10826
H 1.41819 -1.42817 2.25911
H 1.65656 -1.78166 -0.74080
H -0.30794 0.96976 0.34222
O -1.34510 0.57407 -2.00036
C -1.31361 1.59392 -1.33955
N -0.91265 1.67796 -0.04047
H -1.38121 2.16536 0.70541
H -1.80705 2.52049 -1.67235
C 1.79128 -1.05167 1.31185
N -0.17147 -1.20450 -0.01159
H -0.91499 -1.31962 0.67138


(9)
14
Properties=species:S:1:pos:R:3 method="wB97M-V/def2-TZVPD" spin_multiplicity=2 max_force_ev_per_a=1.5 homo_ev="-12.4 / -12.4" e_above_lowest_kj_mol=158.0 total_energy_ha=-303.48632 gap_ev="7.33 / 3.32" charge=+1
C -2.30800 -0.27071 -0.38830
O -2.79345 1.29385 -2.06070
H -2.69075 -0.69801 0.54344
H 1.52764 -0.87300 0.19066
C -3.23706 0.62463 -1.17240
H -1.43600 0.35838 -0.18404
H -1.87387 -1.06364 -0.98644
H 1.01884 -1.00043 1.88743
N 1.63164 -0.61742 1.17309
H 4.72578 -0.53987 1.00682
H 3.06601 -0.38546 2.61916
N 3.80489 -0.32925 0.60256
H -4.31866 0.66407 -0.95207
C 2.87944 -0.42326 1.54894


(10)
14
Properties=species:S:1:pos:R:3 method="wB97M-V/def2-TZVPD" spin_multiplicity=2 max_force_ev_per_a=2.1 homo_ev="-13.5 / -13.5" e_above_lowest_kj_mol=85.9 total_energy_ha=-303.51378 gap_ev="8.72 / 5.00" charge=+1
O 2.24467 1.56744 -0.74247
H -2.41183 -1.12503 1.55498
N 2.64253 -0.63100 -0.40971
C -2.58940 -1.06061 0.48517
H 3.25078 0.84286 0.90229
C 2.75238 0.70962 -0.07030
C -2.10730 -0.00101 -0.23030
H -0.39728 0.83927 0.48685
H 1.72622 -0.89094 -0.76781
H 3.04447 -1.28803 0.23600
H -1.35448 1.79234 -0.44102
N -1.36725 1.03826 0.23809
H -2.49369 0.16576 -1.23532
H -2.93982 -1.95892 -0.00646


(11)
15
Properties=species:S:1:pos:R:3 method="wB97M-V/def2-TZVPD" max_force_ev_per_a=1.0 homo_ev=-9.8 smiles=N#CNO.COC e_above_lowest_kj_mol=444.8 total_energy_ha=-378.97158 gap_ev=10.43 charge=0
H 0.12015 -2.48745 -0.52107
H 2.34625 -1.91398 0.31268
H -1.63350 2.38823 1.27677
C -0.83524 2.11818 -1.09004
N 0.11996 2.53927 -1.58655
C 2.05870 -0.86427 0.42731
O 0.87134 -0.57773 -0.29846
N -1.96678 1.67286 -0.51095
H -1.07441 -1.17830 -0.49682
C -0.14415 -1.53690 -0.04903
O -1.90021 1.51554 0.92356
H 1.91352 -0.62847 1.48600
H -0.30118 -1.67500 1.02470
H -2.43825 0.86348 -0.93573
H 2.86375 -0.23546 0.03759


(12)
15
Properties=species:S:1:pos:R:3 method="wB97M-V/def2-TZVPD" max_force_ev_per_a=2.0 homo_ev=-9.5 smiles="NCC(=O)NCO" e_above_lowest_kj_mol=155.1 total_energy_ha=-379.08192 gap_ev=10.09 charge=0
O -1.18714 -1.24871 -1.60858
H 2.60666 -0.54288 -1.65585
H 1.27972 0.03588 -2.33582
H -0.46039 0.57199 2.94926
C -0.60701 -0.57416 -0.79549
H 0.90827 -1.71607 0.04682
C 0.89245 -0.79050 -0.52655
H -2.13835 -0.12498 0.26234
H 1.18858 0.00830 0.16107
N -1.35732 0.42039 -0.08713
O -0.54357 0.15233 2.08851
H 0.13634 1.64917 0.86655
C -0.78573 1.09515 1.04732
N 1.61585 -0.74825 -1.78057
H -1.54834 1.81235 1.36813